Below is a molecular structure, C4H2Br4N2, with properties calculated with the ωB97M-V functional and the def2-TZVPD basis.

Output
E_tot: -10559.08750 a.u.
orbital gap: 7.78 eV
HOMO energy: -8.91 eV
multiplicity: 1
largest force on an atom: 0.0796 hartree/bohr

Atoms and positions in Å:
Br -1.049 -1.942 -0.777
Br 1.764 3.488 1.784
Br 0.138 1.267 3.585
Br -1.661 1.578 -1.556
N -0.133 -0.370 -0.171
N 1.055 2.005 -0.351
C 0.929 2.026 0.896
C 0.244 1.050 1.711
C -0.234 -0.090 1.161
C -0.028 0.638 -1.116
H -0.656 -0.863 1.787
H 0.524 0.386 -2.011

=====

Below is a single C4H2BrClO2 molecule, with properties calculated with the ωB97M-V functional and the def2-TZVPD basis.

Output
E_tot: -3338.18274 a.u.
orbital gap (alpha / beta): 7.48 / 6.85 eV
HOMO energy (alpha / beta): -8.57 / -8.32 eV
multiplicity: 1
largest force on an atom: 0.0479 hartree/bohr

Atoms and positions in Å:
Br 1.639 2.116 1.831
Cl -1.189 -1.068 -2.354
O 2.036 0.196 -0.995
O -0.570 0.583 1.226
C -0.325 -0.657 -0.699
C -1.194 -0.160 0.361
C 1.026 0.190 -0.356
C 0.751 0.715 0.989
H -2.258 -0.269 0.453
H 0.084 -1.647 -0.456

=====

Below is a single C4H2BrFS molecule, with properties calculated with the ωB97M-V functional and the def2-TZVPD basis.

Output
E_tot: -3225.45987 a.u.
orbital gap (alpha / beta): 7.13 / 7.13 eV
HOMO energy (alpha / beta): -7.70 / -7.70 eV
multiplicity: 1
largest force on an atom: 0.0969 hartree/bohr

Atoms and positions in Å:
Br -4.480 0.275 1.731
S -2.465 -0.608 -0.539
F -0.932 0.733 3.081
C -0.756 -0.235 -0.432
C -1.042 0.701 1.812
C -0.288 0.245 0.808
C -2.982 -0.405 1.000
H -0.199 -0.452 -1.352
H 0.773 0.487 0.658

=====

Below is a single C4H2BrP molecule, with properties calculated with the ωB97M-V functional and the def2-TZVPD basis.

Output
structure (SMILES): C#CP=C=CBr
E_tot: -3068.80648 a.u.
orbital gap: 7.76 eV
HOMO energy: -9.12 eV
multiplicity: 1
largest force on an atom: 0.0601 hartree/bohr

Atoms and positions in Å:
Br -3.686 0.324 0.192
P 0.743 -1.579 -0.006
C -1.707 -0.109 0.640
C 2.331 0.607 -0.978
C -0.760 -0.871 0.278
C 1.589 -0.160 -0.456
H 2.929 1.393 -1.165
H -1.438 0.395 1.495

=====

Number 3 is which compound? C4H2BrFS

=====

What is the multiplicity in the third record? 1

=====

Which of these has the lowest E_tot? C4H2Br4N2